1.
A single C2H2NPS molecule in a non-equilibrium geometry. Source: the OMol25 dataset; level of theory: wB97M-V/def2-TZVPD.

Geometry as XYZ:
```
7
C2H2NPS (wB97M-V/def2-TZVPD)
N 1.21 -0.81 0.16
C -0.91 1.43 0.09
P -1.47 -0.03 0.12
H -0.57 2.34 -0.27
H -0.32 -2.19 -0.19
S 1.98 0.53 0.07
C 0.09 -1.27 0.01
```

Values from the calculation:
- Energy relative to the best compared isomer or geometry (same formula, charge and spin): 105.0 kcal/mol
- HOMO-LUMO gap (spin up / spin down): 0.273 / 0.272 Eh
- SMILES: C#P=CN=S
- DFT total energy: -23715.79719 eV
- F_max: 2.47 eV Å⁻¹

Listed below, in e, are the Mulliken charges computed for each atom: atom 1 (N): -0.200, atom 2 (C): -0.260, atom 3 (P): -0.197, atom 4 (H): 0.472, atom 5 (H): 0.388, atom 6 (S): -0.120, atom 7 (C): -0.083

2.
A single C2H6NO2P molecule in a non-equilibrium geometry. Source: the OMol25 dataset; level of theory: wB97M-V/def2-TZVPD.

Geometry as XYZ:
```
12
C2H6NO2P (wB97M-V/def2-TZVPD)
N -1.80 -1.20 -0.03
O 1.32 0.79 -0.47
H 2.63 -0.57 0.30
C 0.03 0.89 -0.88
H -2.46 1.15 -0.02
O -0.19 1.36 -1.91
H 1.02 -1.20 0.13
H -0.91 0.45 1.54
P -1.37 0.29 0.21
H -1.24 -1.63 -0.76
H 1.38 -0.02 1.45
C 1.59 -0.32 0.43
```

Values from the calculation:
- Energy relative to the best compared isomer or geometry (same formula, charge and spin): 63.7 kcal/mol
- HOMO-LUMO gap: 0.351 Eh
- SMILES: COC(=O)[PH2]=N
- DFT total energy: -17043.00448 eV
- F_max: 4.40 eV Å⁻¹

Atomic partial charges in e from the Mulliken method, atoms 1 to 8: atom 1 (N): -0.662, atom 2 (O): -0.325, atom 3 (H): 0.260, atom 4 (C): 0.495, atom 5 (H): 0.100, atom 6 (O): -0.415, atom 7 (H): 0.376, atom 8 (H): 0.056

3.
A single C5H14N2O molecule in a non-equilibrium geometry. Source: the OMol25 dataset; level of theory: wB97M-V/def2-TZVPD.

Geometry as XYZ:
```
22
C5H14N2O (wB97M-V/def2-TZVPD)
H -3.58 -1.02 1.48
H -3.21 -0.27 2.89
N -0.27 0.00 0.05
H -1.60 1.13 1.78
H 2.11 0.19 -2.37
C 2.76 0.26 -0.28
H 4.40 -0.78 -0.55
C 1.73 0.41 -1.36
C 0.50 -0.48 -1.10
H -1.92 0.75 -0.92
H 0.89 -1.48 -0.89
H 2.26 0.21 0.69
C -2.35 0.60 1.19
H -3.16 1.28 0.92
N -2.85 -0.53 1.97
H 1.38 1.44 -1.45
O 3.47 -0.99 -0.44
H -0.16 -0.49 -1.95
H 3.49 1.07 -0.19
C -1.71 0.07 -0.09
H 0.01 -0.46 0.90
H -2.18 -0.90 -0.30
```

Values from the calculation:
- Energy relative to the best compared isomer or geometry (same formula, charge and spin): 47.2 kcal/mol
- HOMO-LUMO gap: 0.346 Eh
- SMILES: NCCNCCCO
- DFT total energy: -10438.97981 eV
- F_max: 1.31 eV Å⁻¹

Atomic partial charges in e from the Mulliken method, atoms 1 to 8: atom 1 (H): 0.191, atom 2 (H): 0.205, atom 3 (N): -0.245, atom 4 (H): 0.385, atom 5 (H): 0.338, atom 6 (C): -0.423, atom 7 (H): 0.300, atom 8 (C): -0.466

4.
A molecular structure, C29H31GeSn. Source: the OMol25 dataset; level of theory: wB97M-V/def2-TZVPD.

Geometry as XYZ:
```
62
C29H31GeSn (wB97M-V/def2-TZVPD)
H -1.58 -5.16 -2.08
H 5.55 0.11 1.12
H 0.84 2.95 2.82
C 0.12 1.81 -2.41
H -5.80 -0.65 1.55
C -3.27 -0.29 -0.68
C -1.33 2.50 -0.63
C 3.11 -0.73 2.46
C -1.11 -4.22 -2.36
H -3.54 0.13 -2.78
C -0.50 -0.79 0.83
Ge -1.35 -0.32 -0.88
H 3.20 2.25 -0.46
C 2.42 2.31 0.30
H 0.51 -0.87 -3.37
H 1.46 2.34 -0.20
C -0.76 1.47 -1.38
C -3.92 -0.51 0.53
C 0.49 1.92 2.69
C 0.35 -2.96 -3.78
H -0.20 1.92 1.84
C -1.04 3.83 -0.90
C -4.03 -0.04 -1.83
C -5.42 -0.01 -1.76
H 0.01 -5.06 -3.98
H -7.13 -0.21 -0.49
H 0.52 -0.10 4.69
H 2.13 -0.58 5.22
H 1.03 -2.91 -4.62
C 2.50 1.16 1.26
C -0.85 -1.84 -2.00
H 4.73 0.69 -0.33
H 0.07 5.19 -2.13
H 4.77 -1.04 0.05
Sn 1.54 -1.38 0.77
H -2.14 -3.12 -0.84
H -1.03 -1.61 1.33
H 2.54 3.25 0.85
H -3.35 -0.70 1.43
C 0.04 -1.80 -3.07
C -1.42 -3.07 -1.65
C -5.31 -0.48 0.60
C 4.68 -0.04 0.48
C 0.42 3.15 -2.68
H 3.47 -2.56 3.55
C 2.00 -0.15 3.12
H 0.57 1.05 -3.03
C -0.23 -4.17 -3.43
H -1.51 4.62 -0.32
H -0.06 1.63 3.58
H 1.12 -1.72 4.33
H 4.69 -1.31 3.75
C 1.41 -0.67 4.40
H 1.10 3.39 -3.49
H -2.06 2.26 0.14
C 1.63 1.01 2.40
C 4.02 -1.78 3.03
H 4.63 -2.25 2.26
C -6.05 -0.23 -0.54
C -0.15 4.15 -1.92
C 3.43 0.13 1.29
H -6.00 0.18 -2.65
```

Values from the calculation:
- Total charge: +1
- Energy relative to the best compared isomer or geometry (same formula, charge and spin): 1.7 kcal/mol
- HOMO-LUMO gap (spin up / spin down): 0.226 / 0.245 Eh
- DFT total energy: -92914.28947 eV
- F_max: 0.44 eV Å⁻¹

Atomic partial charges in e from the Mulliken method, atoms 1 to 8: atom 1 (H): 0.424, atom 2 (H): 0.322, atom 3 (H): 0.350, atom 4 (C): -0.233, atom 5 (H): 0.411, atom 6 (C): 0.196, atom 7 (C): -0.477, atom 8 (C): 0.812

5.
A single C6H13N molecule in a non-equilibrium geometry. Source: the OMol25 dataset; level of theory: wB97M-V/def2-TZVPD.

Geometry as XYZ:
```
20
C6H13N (wB97M-V/def2-TZVPD)
H 1.20 -2.77 -2.09
H 1.39 -1.27 0.07
C 0.35 -1.07 -0.17
H -0.21 -0.60 1.78
H -0.75 2.51 -0.40
H -1.46 -1.54 -1.15
H -0.21 -2.75 -3.00
H -1.34 0.07 0.55
C 0.11 -2.81 -1.95
H -1.29 1.94 1.98
H 0.91 2.86 -0.48
H 0.10 1.42 -1.36
C 0.34 1.28 0.91
C -0.29 -0.10 0.81
H 0.14 2.83 2.33
N -0.30 2.00 1.98
H -0.16 -3.75 -1.47
H 1.40 1.17 1.18
C -0.38 -1.68 -1.09
C 0.23 2.01 -0.46
```

Values from the calculation:
- Energy relative to the best compared isomer or geometry (same formula, charge and spin): 19.7 kcal/mol
- HOMO-LUMO gap: 0.366 Eh
- SMILES: C/C=C/C[C@@H](C)N
- DFT total energy: -7921.97678 eV
- F_max: 1.89 eV Å⁻¹

Atomic partial charges in e from the Mulliken method, atoms 1 to 8: atom 1 (H): 0.304, atom 2 (H): 0.296, atom 3 (C): -0.325, atom 4 (H): 0.317, atom 5 (H): 0.296, atom 6 (H): 0.310, atom 7 (H): 0.347, atom 8 (H): 0.331

6.
2 unconnected molecules or ions with the total composition C5H14N4 in a non-equilibrium geometry. Source: the OMol25 dataset; level of theory: wB97M-V/def2-TZVPD.

Geometry as XYZ:
```
23
C5H14N4 (wB97M-V/def2-TZVPD)
N -0.77 -1.21 0.01
H -1.26 1.83 -1.06
N 1.63 1.11 1.04
C 0.85 2.16 1.47
H 0.31 0.76 -2.56
H 2.45 1.41 0.53
H 0.52 -0.99 -2.33
H 2.61 0.33 2.75
C -1.71 -2.09 -0.68
C 1.88 0.03 1.99
H 2.22 -0.84 1.44
N 0.53 3.10 2.07
N -1.30 1.10 -0.36
H -2.63 -1.59 -0.99
H -0.92 1.60 0.52
C -0.41 0.02 -0.68
H 0.94 -0.23 2.48
C -0.14 -0.15 -2.16
H -1.16 -0.95 0.91
H -1.22 -2.53 -1.55
H 0.63 0.35 -0.13
H -1.97 -2.90 0.00
H -1.07 -0.32 -2.71
```

Values from the calculation:
- Energy relative to the best compared isomer or geometry (same formula, charge and spin): 49.9 kcal/mol
- HOMO-LUMO gap: 0.317 Eh
- SMILES: CN[C@@H](C)N.CNC#N
- DFT total energy: -11370.24792 eV
- F_max: 3.97 eV Å⁻¹

Atomic partial charges in e from the Mulliken method, atoms 1 to 8: atom 1 (N): -0.299, atom 2 (H): 0.270, atom 3 (N): -0.344, atom 4 (C): 0.285, atom 5 (H): 0.463, atom 6 (H): 0.248, atom 7 (H): 0.371, atom 8 (H): 0.343

7.
A gas-phase ion, C3H6OS (charge -2) in a non-equilibrium geometry. Source: the OMol25 dataset; level of theory: wB97M-V/def2-TZVPD.

Geometry as XYZ:
```
11
C3H6OS (wB97M-V/def2-TZVPD)
H 1.31 -0.54 0.31
H -0.28 1.48 -1.24
C 0.46 0.14 0.41
C 0.46 0.64 -1.16
H -1.73 0.02 0.70
H 0.14 -0.27 -1.68
C -0.83 -0.62 0.71
H 0.61 0.94 1.12
S -0.92 -1.35 2.42
H -0.94 -1.40 -0.06
O 1.73 0.97 -1.54
```

Values from the calculation:
- Total charge: -2
- Energy relative to the best compared isomer or geometry (same formula, charge and spin): 8.2 kcal/mol
- HOMO-LUMO gap: 0.184 Eh
- SMILES: [O-]CCC[S-]
- DFT total energy: -16087.87897 eV
- F_max: 2.95 eV Å⁻¹

Atomic partial charges in e from the Mulliken method, atoms 1 to 8: atom 1 (H): 0.219, atom 2 (H): 0.194, atom 3 (C): -0.422, atom 4 (C): -0.430, atom 5 (H): 0.184, atom 6 (H): 0.162, atom 7 (C): -0.658, atom 8 (H): 0.321

8.
3 unconnected molecules or ions with the total composition C2H8N2O2 in a non-equilibrium geometry. Source: the OMol25 dataset; level of theory: wB97M-V/def2-TZVPD.

Geometry as XYZ:
```
14
C2H8N2O2 (wB97M-V/def2-TZVPD)
H 1.84 -1.85 0.82
O 0.15 -0.73 -0.16
H 2.04 -1.83 -0.80
N 2.09 -1.24 0.04
C -2.17 0.12 0.93
H 1.10 0.91 0.69
H -1.59 0.05 1.87
H -2.64 -0.86 0.75
H 1.32 1.96 -1.37
H -2.98 0.84 1.12
C 0.78 0.39 -0.21
O -1.42 0.56 -0.14
N 0.99 1.02 -1.36
H 0.50 0.67 -2.18
```

Values from the calculation:
- Energy relative to the best compared isomer or geometry (same formula, charge and spin): 145.7 kcal/mol
- HOMO-LUMO gap (spin up / spin down): 0.306 / 0.373 Eh
- DFT total energy: -9273.59092 eV
- F_max: 1.77 eV Å⁻¹

Atomic partial charges in e from the Mulliken method, atoms 1 to 8: atom 1 (H): 0.278, atom 2 (O): -0.513, atom 3 (H): 0.254, atom 4 (N): -0.664, atom 5 (C): -0.527, atom 6 (H): 0.364, atom 7 (H): 0.224, atom 8 (H): 0.224

9.
6 unconnected molecules or ions with the total composition C28H63N2O5. Source: the OMol25 dataset; level of theory: wB97M-V/def2-TZVPD.

Geometry as XYZ:
```
98
C28H63N2O5 (wB97M-V/def2-TZVPD)
H 1.90 0.54 -7.76
H 2.55 -2.45 0.39
C 3.58 2.54 -0.78
H 3.92 2.90 -2.86
C 3.94 -1.66 -5.38
H -4.13 2.17 -7.75
H 3.21 -2.30 2.00
H 5.00 0.96 -0.46
H 1.19 3.67 -1.79
C -2.44 0.46 -3.25
O -2.93 -3.01 7.02
N 0.88 1.14 -6.18
H -1.80 -5.36 2.83
H -3.22 0.32 6.48
H 3.54 4.35 -1.95
H -2.77 -2.97 7.97
H 4.32 3.09 -0.22
H 3.96 -1.53 -6.46
C 1.64 3.96 -3.89
H 3.18 -2.41 -5.14
H 3.57 2.16 -7.76
H -3.77 -1.15 10.20
H 3.54 3.87 -5.93
H 2.69 2.51 -0.15
C 2.78 3.11 -5.98
H 6.05 -1.31 -5.09
H -2.88 1.76 -4.93
C -1.86 -0.66 11.08
C 1.25 -1.49 1.82
H -0.14 -1.02 4.94
H -3.75 2.17 -3.46
H -5.66 2.09 -8.64
C -1.88 -3.24 3.28
H -3.76 -1.94 5.54
H -1.21 -1.02 11.87
C 5.30 -2.08 -4.86
H -2.03 2.53 -3.57
C -3.12 -1.50 11.00
C -5.11 2.65 -7.88
H 1.60 -0.31 3.55
H 0.83 -0.60 1.36
C 3.42 -0.54 0.81
H -4.55 -1.71 7.10
C 1.23 -1.30 3.33
C 3.12 -0.02 -0.59
C -0.14 -1.47 3.95
C 1.84 3.23 -2.54
C 2.83 2.18 -6.99
H 5.62 -3.00 -5.34
H -2.19 -4.99 4.50
H -3.10 0.80 -1.45
H 1.55 2.19 -2.61
C 2.64 -1.77 1.25
N 1.89 1.24 -7.04
H 1.91 -2.02 3.78
C -2.35 -4.68 3.48
C -2.80 1.80 -3.84
O -2.86 -2.87 10.69
H 3.22 -0.85 -1.28
H -1.77 -0.68 6.35
C 1.78 3.04 -5.05
H -4.95 3.66 -8.26
C -2.73 -0.58 6.85
H -3.69 -1.42 11.94
C -5.86 2.68 -6.57
C -3.57 -1.81 6.61
H -6.01 1.67 -6.19
H 0.58 -2.30 1.55
H -2.67 -2.57 3.64
H 0.66 4.43 -3.93
H 0.17 -3.59 3.74
H 2.39 4.73 -3.98
H 4.73 -2.92 -3.19
C 3.28 3.30 -2.08
H -2.53 -0.44 7.92
H -0.01 1.97 -4.56
H -5.02 4.27 -5.83
H 3.29 0.25 1.53
O -2.27 0.52 -1.85
H -0.85 -0.89 3.35
C 0.83 2.02 -5.22
H -3.20 -0.29 -3.52
H -2.30 -3.23 11.39
H 4.34 0.97 -2.05
O -5.15 3.36 -5.54
O 5.34 -2.22 -3.45
H -1.31 -0.71 10.14
H -6.85 3.13 -6.71
H -0.85 -3.13 5.10
H -1.48 0.10 -3.64
H -3.40 -4.79 3.24
H 2.08 0.30 -0.65
C 4.08 1.10 -1.00
C -0.62 -2.92 4.06
H -2.10 0.39 11.28
H -1.74 -3.03 2.23
H 3.63 -0.72 -4.90
H 4.48 -0.80 0.82
```

Values from the calculation:
- Total charge: +1
- HOMO-LUMO gap: 0.236 Eh
- DFT total energy: -43267.47645 eV
- F_max: 0.88 eV Å⁻¹

Atomic partial charges in e from the Mulliken method, atoms 1 to 8: atom 1 (H): 0.259, atom 2 (H): 0.440, atom 3 (C): -0.956, atom 4 (H): 0.302, atom 5 (C): -0.673, atom 6 (H): 0.221, atom 7 (H): 0.455, atom 8 (H): 0.560

10.
A single C9H9Br2N3 molecule in a non-equilibrium geometry. Source: the OMol25 dataset; level of theory: wB97M-V/def2-TZVPD.

Geometry as XYZ:
```
23
C9H9Br2N3 (wB97M-V/def2-TZVPD)
C -1.02 1.29 1.44
H 0.35 0.51 -2.41
H -0.81 0.23 3.29
C 0.89 -0.17 -1.71
H 1.69 -2.95 0.88
H 0.11 -1.91 -2.67
C -0.26 1.01 2.76
C 0.29 -0.22 -0.05
N -1.21 1.42 -0.79
C 1.33 -2.58 -1.13
C 1.04 -1.60 -2.21
C -2.11 2.17 -0.18
Br 2.69 0.58 -1.28
Br -3.49 2.86 -1.29
H -0.25 1.93 3.29
C -2.02 2.17 1.19
N -0.52 0.87 0.21
H 1.79 -1.67 -2.96
C 1.11 -2.34 0.18
H -2.64 2.55 1.93
N 0.54 -1.19 0.66
H 0.72 0.71 2.24
H 1.78 -3.66 -1.38
```

Values from the calculation:
- Energy relative to the best compared isomer or geometry (same formula, charge and spin): 1.2 kcal/mol
- HOMO-LUMO gap: 0.332 Eh
- SMILES: Cc1cc(Br)nn1C1=NC=CC[C@@H]1Br
- DFT total energy: -154031.57176 eV
- F_max: 5.97 eV Å⁻¹

Atomic partial charges in e from the Mulliken method, atoms 1 to 8: atom 1 (C): 0.433, atom 2 (H): 0.426, atom 3 (H): 0.245, atom 4 (C): -0.231, atom 5 (H): 0.344, atom 6 (H): 0.299, atom 7 (C): -0.997, atom 8 (C): 0.327

11.
3 unconnected molecules or ions with the total composition C46H46O9 in a non-equilibrium geometry. Source: the OMol25 dataset; level of theory: wB97M-V/def2-TZVPD.

Geometry as XYZ:
```
101
C46H46O9 (wB97M-V/def2-TZVPD)
C -5.33 -6.27 -5.45
C 3.38 9.20 -1.27
C -3.13 -6.63 -1.81
H -5.52 -7.74 -2.40
H -2.68 0.28 4.83
H -3.93 2.60 4.92
C -1.94 0.31 5.72
C -0.56 -0.42 5.39
C 2.02 1.05 0.17
H -3.49 1.30 2.90
C 3.23 8.98 -2.64
C 0.49 -1.16 0.52
C 3.01 4.56 -7.00
O 1.37 1.26 4.88
H 4.20 0.39 3.58
H 3.16 -0.89 -0.29
H -1.39 -0.35 1.39
H -0.81 2.46 4.52
O -1.82 1.63 6.28
H 3.28 2.48 -6.53
C -2.86 2.27 2.91
H -2.46 -0.33 6.54
H 1.14 -1.29 1.45
O 3.48 -0.31 1.75
H -1.40 3.62 5.81
H 3.13 9.83 -3.31
C 0.61 0.32 -0.12
C -2.98 2.95 4.39
C -1.66 2.64 5.26
H -1.72 -3.12 6.38
H -3.46 -2.37 4.98
C 3.47 6.82 -0.90
H -2.41 -0.97 3.17
H 3.60 8.29 0.66
H 0.48 0.31 -1.27
C -1.05 -1.37 0.97
C -3.37 -5.77 -4.15
H -0.84 -4.07 5.08
O 2.85 8.40 -5.34
C 3.21 3.48 -6.14
C -2.03 -5.13 -4.04
C 3.02 7.46 -4.59
H -6.79 -7.54 -4.50
H 3.49 2.85 -4.10
C -3.88 -6.51 -3.09
H 0.73 -1.90 -0.33
H -1.48 -6.67 0.32
H 2.91 4.39 -8.06
C 0.21 -5.58 -0.44
C -0.37 -1.81 5.21
H -3.30 2.95 2.09
C -2.48 -2.09 3.01
O -1.58 -4.48 -4.97
C 4.11 0.76 2.49
H 5.18 0.98 2.14
C -1.26 -5.30 -2.79
H 1.87 1.76 1.07
H 2.78 6.69 -7.17
C -5.84 -7.03 -4.40
C -1.36 -3.05 5.28
C 3.49 8.12 -0.40
H -0.24 -2.64 2.63
H -0.21 1.04 0.26
C -1.79 -6.00 -1.71
H 0.78 -5.69 0.48
H -1.76 -1.59 0.10
C -1.06 -6.13 -0.53
C 3.07 6.07 -5.12
H 3.57 5.98 -0.22
C 3.34 6.60 -2.27
C 1.18 -2.16 4.91
H -1.79 1.98 2.66
C -1.24 -2.55 2.09
O 1.64 -3.20 4.39
H -3.13 -3.98 4.18
C -2.67 -2.94 4.36
H -2.98 4.09 4.19
H 0.45 -4.22 -3.53
H 3.40 10.21 -0.89
C 3.20 7.68 -3.14
C 0.92 0.14 5.18
C 3.26 0.05 0.36
H -3.43 -2.26 2.37
C 3.25 4.99 -4.25
H 1.75 -4.48 -1.45
C -5.12 -7.15 -3.22
H -1.49 -3.51 1.51
H 4.20 0.63 0.02
O -3.61 -7.23 -0.87
C 0.02 -4.75 -2.69
C 0.76 -4.90 -1.52
C 3.33 3.70 -4.77
H 3.51 1.74 2.52
C 2.94 5.85 -6.49
H -3.71 -5.06 -6.15
O 1.85 -0.97 5.34
H -5.90 -6.18 -6.38
C 3.36 5.21 -2.79
H 2.28 1.74 -0.72
C -4.10 -5.64 -5.33
O 3.48 4.26 -2.03
```

Values from the calculation:
- Energy relative to the best compared isomer or geometry (same formula, charge and spin): 111.3 kcal/mol
- HOMO-LUMO gap: 0.307 Eh
- SMILES: CCCOCC1=C(CCCCCCCCCOC)C(=O)OC1=O.O=C1c2ccccc2C(=O)c2ccccc21.O=C1c2ccccc2C(=O)c2ccccc21
- DFT total energy: -66871.45741 eV
- F_max: 5.73 eV Å⁻¹

Atomic partial charges in e from the Mulliken method, atoms 1 to 8: atom 1 (C): -0.452, atom 2 (C): -0.451, atom 3 (C): 0.545, atom 4 (H): 0.458, atom 5 (H): 0.065, atom 6 (H): 0.281, atom 7 (C): -0.191, atom 8 (C): 0.881

12.
A single C3H3IS molecule in a non-equilibrium geometry. Source: the OMol25 dataset; level of theory: wB97M-V/def2-TZVPD.

Geometry as XYZ:
```
8
C3H3IS (wB97M-V/def2-TZVPD)
S 0.72 -1.44 0.07
H 2.58 0.07 -0.32
C -2.15 -0.25 -0.08
C -1.11 -0.81 -0.07
C 1.48 0.19 0.01
I -3.83 0.78 0.00
H 0.86 0.73 -0.58
H 1.46 0.72 0.97
```

Values from the calculation:
- Energy relative to the best compared isomer or geometry (same formula, charge and spin): 15.5 kcal/mol
- HOMO-LUMO gap: 0.338 Eh
- SMILES: CSC#CI
- DFT total energy: -22092.27860 eV
- F_max: 6.14 eV Å⁻¹

Listed below, in e, are the Mulliken charges computed for each atom: atom 1 (S): -0.056, atom 2 (H): 0.271, atom 3 (C): 0.528, atom 4 (C): -0.829, atom 5 (C): -0.747, atom 6 (I): 0.261, atom 7 (H): 0.288, atom 8 (H): 0.284

Among the records above, which one has the lowest DFT total energy?
C9H9Br2N3